11
Properties=species:S:1:pos:R:3:nbo_charge:R:1 method="wB97M-V/def2-TZVPD" relative_energy_kj_mol=295.05 total_charge=0 largest_force_ev_per_a=1.19 e_homo_ha="-0.34959 / -0.34960" homo_lumo_gap_ha="0.3397 / 0.3397"
C 1.3523 -0.4956 -0.3264 -0.421
N 0.3073 0.1263 0.4625 -0.507
C -0.4843 1.0808 0.0304 0.070
C -2.2091 -0.3024 -0.2056 -0.069
N -2.2853 -1.1431 0.6088 -0.621
H 0.9416 -1.3475 -0.8805 0.223
H 2.1357 -0.8420 0.3509 0.220
H 1.7841 0.2261 -1.0249 0.209
H -0.2043 -0.5061 1.0783 0.445
H -1.2155 1.4992 0.6983 0.242
H -0.1224 1.7044 -0.7918 0.209


93
Properties=species:S:1:pos:R:3:lowdin_charge:R:1 method="wB97M-V/def2-TZVPD" relative_energy_kj_mol=0.00 total_charge=0 largest_force_ev_per_a=3.38 e_homo_ha=-0.28260 homo_lumo_gap_ha=0.2600
C -1.1818 4.2760 -1.3232 -0.056
C -1.1250 3.0549 -0.4364 -0.187
O 0.0237 3.2144 0.4345 -0.074
C 0.4897 2.0795 0.9806 -0.462
C 1.2654 2.3225 2.2418 -0.073
C 2.4099 1.3935 2.4156 -0.277
O 3.5544 1.8916 2.3790 0.033
C 2.4212 -0.1021 2.7282 -0.108
C 2.0041 -1.0433 1.6237 -0.193
C 3.0888 -1.2843 0.5392 -0.175
C 2.9973 -0.2791 -0.6314 -0.202
C 4.2186 0.6196 -0.7168 -0.219
C 3.9949 1.8246 -1.6355 -0.197
C 2.9660 2.8561 -1.1041 -0.190
C 3.4193 3.6718 0.1159 -0.194
C 2.3376 4.4229 0.8989 -0.153
C 1.6847 3.7818 2.2009 -0.126
O 0.1721 0.9908 0.4976 0.058
H -2.2083 4.4456 -1.6622 0.079
H -0.8341 5.1755 -0.8115 0.081
H -0.5723 4.1037 -2.2121 0.080
H -1.9881 2.9554 0.2311 0.115
H -0.9850 2.1261 -1.0067 0.126
H 3.4493 -0.3351 3.0597 0.131
H 1.8037 -0.2751 3.6127 0.077
H 1.7668 -2.0138 2.0910 0.109
H 1.0844 -0.6426 1.1757 0.088
H 4.0912 -1.2686 0.9968 0.111
H 2.9156 -2.2958 0.1374 0.102
H 2.9142 -0.8595 -1.5602 0.112
H 2.0592 0.2923 -0.5405 0.086
H 4.5124 0.9595 0.2896 0.100
H 5.0476 0.0041 -1.1028 0.115
H 4.9655 2.3102 -1.7955 0.108
H 3.6344 1.4676 -2.6088 0.108
H 2.7614 3.5574 -1.9253 0.111
H 2.0147 2.3520 -0.8897 0.085
H 3.9834 3.0507 0.8207 0.085
H 4.1315 4.4171 -0.2851 0.115
H 2.8338 5.3403 1.2450 0.108
H 1.5254 4.7291 0.2349 0.090
H 0.7921 4.3862 2.4234 0.115
H 2.3976 3.9563 3.0174 0.118
C -5.7230 7.1234 5.6096 -0.182
C -5.0273 6.0816 4.7259 -0.148
N -4.4245 5.0819 5.6146 -0.113
C -3.3712 4.2745 5.1820 -0.229
C -3.1122 4.0890 3.8055 -0.004
C -2.0459 3.2796 3.4027 -0.006
C -1.1626 2.6566 4.3271 -0.177
C -0.1769 1.6992 3.7882 0.017
C 0.1132 0.6006 4.7259 -0.264
C 0.9008 0.8020 5.8734 -0.041
C 1.2856 -0.2681 6.6798 -0.006
C 0.9034 -1.6036 6.3617 -0.197
N 1.4472 -2.6920 7.0485 -0.077
C 2.1989 -2.3976 8.2681 -0.149
C 2.6270 -3.6356 9.0587 -0.175
O 1.6629 -4.7025 9.0188 -0.136
C 1.4214 -5.1009 7.6701 -0.189
C 0.7885 -3.9871 6.8582 -0.147
C 0.0173 -1.7875 5.2569 -0.011
C -0.3642 -0.7063 4.4661 -0.025
C -1.3794 2.9563 5.7070 -0.004
C -2.4867 3.6966 6.1285 -0.006
C -5.3692 4.4533 6.5405 -0.133
C -6.1808 5.5197 7.3031 -0.185
O -6.7228 6.5044 6.4257 -0.146
H -4.9613 7.6337 6.2268 0.128
H -6.2826 7.8634 5.0145 0.128
H -5.7748 5.6190 4.0509 0.131
H -4.2467 6.5751 4.1360 0.128
H -3.7471 4.5619 3.0622 0.102
H -1.9188 3.0709 2.3386 0.095
H -0.4818 1.3349 2.8028 0.094
H 1.2034 1.8110 6.1434 0.120
H 1.8929 -0.0841 7.5695 0.096
H 3.1043 -1.8275 8.0224 0.127
H 1.5838 -1.7923 8.9517 0.124
H 3.6225 -3.9938 8.7092 0.128
H 2.6901 -3.3700 10.1296 0.130
H 2.3435 -5.4542 7.1817 0.128
H 0.7056 -5.9178 7.7774 0.128
H -0.2678 -3.9063 7.1656 0.134
H 0.8400 -4.2615 5.7970 0.122
H -0.3395 -2.7838 4.9967 0.096
H -1.0547 -0.8669 3.6296 0.131
H -0.7194 2.5471 6.4699 0.096
H -2.6519 3.8743 7.1936 0.112
H -6.0933 3.8231 5.9763 0.135
H -4.8059 3.8580 7.2595 0.111
H -7.0623 5.0434 7.7562 0.126
H -5.5429 5.9741 8.0852 0.126


14
Properties=species:S:1:pos:R:3:nbo_charge:R:1 method="wB97M-V/def2-TZVPD" relative_energy_kj_mol=360.08 total_charge=0 largest_force_ev_per_a=0.57 e_homo_ha="-0.32784 / -0.30969" homo_lumo_gap_ha="0.2790 / 0.2598"
C -2.4004 0.6152 -1.1103 -0.852
C 0.1298 -0.1471 1.4637 -0.156
C 0.9218 0.8262 0.8108 0.135
N 2.0858 0.3145 0.3969 -0.603
C 1.8676 -1.1349 0.2760 0.640
O 2.7046 -1.8863 -0.1350 -0.497
C 0.5617 -1.3370 0.9894 -0.380
H -2.1106 1.2424 -1.9574 0.207
H -3.0393 1.1883 -0.4329 0.215
H -2.9458 -0.2589 -1.4759 0.217
H 0.6334 1.8420 0.5485 0.215
H 2.7998 0.7978 -0.1328 0.420
H 0.3052 -2.3356 1.3291 0.230
H -1.5136 0.2733 -0.5700 0.211


25
Properties=species:S:1:pos:R:3:nbo_charge:R:1 method="wB97M-V/def2-TZVPD" relative_energy_kj_mol=129.80 total_charge=0 largest_force_ev_per_a=4.01 e_homo_ha=-0.31104 homo_lumo_gap_ha=0.3023
N 3.8259 -3.1213 -2.6268 -0.315
N -0.3304 -1.3313 4.2851 -0.331
C 2.7553 -3.0694 -3.0775 0.070
C -1.2060 -0.5929 4.1592 0.074
S 0.9989 -2.7518 -3.5199 0.142
S -2.4224 0.7237 3.8439 0.159
S 0.7819 -0.7370 -3.9292 0.129
S -2.6865 0.4010 1.8527 0.145
N 0.0408 0.3386 -0.0385 -0.496
C 0.7763 -0.0756 1.2349 -0.396
C 0.8364 0.2145 -2.3516 -0.512
C -1.6223 1.8188 1.4247 -0.536
C -0.0042 -0.4399 -1.3207 -0.227
C -0.8685 1.5272 0.0723 -0.219
H 1.6425 -0.5494 1.0479 0.201
H 0.9292 0.7332 1.9549 0.198
H 0.2164 -0.8194 1.7207 0.195
H 1.7862 0.2547 -1.9952 0.221
H 0.5135 1.2330 -2.6022 0.235
H -0.9710 1.8578 2.2643 0.229
H -2.2787 2.7365 1.2466 0.236
H -1.0745 -0.6459 -1.6814 0.196
H 0.3772 -1.5104 -1.1564 0.223
H -1.6829 1.3065 -0.6505 0.195
H -0.3330 2.4989 -0.1573 0.186


138
Properties=species:S:1:pos:R:3:lowdin_spin:R:1 method="wB97M-V/def2-TZVPD" total_charge=+2 largest_force_ev_per_a=5.09 s2=8.76 spin_multiplicity=6 e_homo_ha="-0.41638 / -0.41638" homo_lumo_gap_ha="0.2435 / 0.0791"
Cr 12.0752 -18.8477 1.7896 3.850
C 8.3668 -20.3629 2.7852 0.002
C 9.7338 -19.7846 2.3864 0.013
O 9.8750 -18.9216 1.4607 0.005
O 10.7262 -20.1681 2.9383 0.047
H 7.5170 -19.9261 2.2606 0.001
H 8.2123 -20.1346 3.8398 0.000
H 8.3994 -21.4364 2.5991 0.000
C 8.5329 -15.2503 1.1026 0.000
C 7.1358 -15.8505 1.1225 0.000
C 6.2835 -15.5177 -0.0879 0.000
O 6.2448 -14.1069 -0.4571 0.000
C 5.5357 -13.8031 -1.6379 0.000
N 7.3092 -17.3596 1.2334 0.000
H 9.1003 -15.2861 0.1726 0.000
H 9.1609 -15.7720 1.8248 0.000
H 8.4919 -14.2499 1.5333 0.000
H 6.5874 -15.4996 1.9967 0.000
H 5.2872 -15.9398 0.0440 0.000
H 6.6467 -16.0235 -0.9825 0.000
H 4.5053 -14.1059 -1.4513 0.000
H 5.9555 -14.3850 -2.4584 0.000
H 5.6154 -12.7360 -1.8454 0.000
H 8.0914 -17.5591 1.8406 0.000
H 7.5893 -17.7539 0.3468 0.000
C 9.8503 -22.4498 6.4800 0.000
C 11.1065 -22.9849 5.7349 0.000
C 10.7594 -23.9179 4.5144 0.000
O 9.8865 -24.9602 5.0065 0.001
C 9.4922 -25.8617 3.9721 0.000
N 11.8885 -21.8369 5.2021 0.000
H 9.1674 -21.8881 5.8428 0.000
H 10.2176 -21.8416 7.3065 0.000
H 9.3359 -23.2497 7.0126 0.000
H 11.7713 -23.4907 6.4351 0.000
H 11.5867 -24.4508 4.0458 0.000
H 10.2465 -23.4006 3.7036 0.000
H 9.0994 -26.8017 4.3598 0.000
H 10.2808 -26.3172 3.3732 0.001
H 8.8208 -25.4355 3.2267 0.000
H 12.8413 -22.1335 5.0464 0.000
H 11.5128 -21.5050 4.3252 0.000
C 6.2356 -16.9195 4.5374 0.000
O 6.3710 -17.3615 5.9086 0.000
C 7.7975 -17.6366 6.1729 0.000
C 7.8921 -18.2261 7.6097 0.000
N 7.4914 -17.1421 8.5628 0.000
C 7.4586 -17.7241 9.9419 0.000
C 6.8653 -16.8304 10.9758 0.000
O 5.5608 -16.4997 10.5891 0.000
C 4.9469 -15.5465 11.4594 0.000
H 5.3170 -16.3838 4.2981 0.000
H 6.3035 -17.8392 3.9564 0.000
H 6.9898 -16.1838 4.2580 0.000
H 8.3837 -16.7337 6.0019 0.000
H 8.1291 -18.4008 5.4700 0.000
H 8.8853 -18.6595 7.7272 0.000
H 7.0808 -18.9332 7.7830 0.000
H 6.5973 -16.7509 8.3027 0.000
H 8.4639 -17.9541 10.2948 0.000
H 6.9465 -18.6846 9.9987 0.000
H 7.4636 -15.9302 11.1159 0.000
H 6.9016 -17.2797 11.9682 0.000
H 3.9859 -15.1775 11.1010 0.000
H 5.5335 -14.6278 11.4571 0.000
H 4.8806 -15.9434 12.4724 0.000
C 9.6325 -24.2039 0.9159 0.000
O 8.8158 -25.3736 0.7594 0.004
C 9.4540 -26.4041 0.0201 0.005
C 8.6318 -27.6719 0.1875 0.078
N 8.5408 -28.1860 1.5555 0.689
C 7.6366 -29.2794 1.8312 0.085
C 7.7018 -29.6381 3.3410 0.006
O 7.0429 -28.5568 3.9948 0.006
C 6.4608 -28.9126 5.2283 0.000
H 10.6029 -24.3852 1.3779 0.000
H 9.2378 -23.4158 1.5572 0.000
H 9.7799 -23.6796 -0.0283 0.000
H 10.4796 -26.5399 0.3633 0.000
H 9.4618 -26.1891 -1.0485 -0.001
H 9.0297 -28.4865 -0.4177 0.011
H 7.6431 -27.4221 -0.1973 0.040
H 8.4122 -27.4186 2.1994 0.019
H 7.8870 -30.1979 1.3005 0.012
H 6.6381 -28.9880 1.5056 0.042
H 8.7362 -29.5871 3.6809 0.000
H 7.2354 -30.6114 3.4935 0.001
H 5.9951 -28.0110 5.6264 0.000
H 7.2669 -29.2360 5.8868 0.000
H 5.6187 -29.5938 5.1060 0.000
C 12.3911 -21.8020 0.1871 0.003
O 12.9277 -20.6758 0.8661 0.026
C 14.0761 -21.1189 1.6305 0.002
C 14.9564 -19.9201 2.0004 0.003
N 14.1438 -18.7918 2.4247 0.007
C 13.9981 -18.8015 3.8922 0.008
C 13.1208 -17.5916 4.3722 0.002
O 11.9297 -17.6060 3.6199 0.020
C 10.9361 -16.6980 4.0145 0.003
H 12.1225 -22.6066 0.8717 0.000
H 13.1546 -22.1846 -0.4903 0.000
H 11.4838 -21.4734 -0.3197 0.000
H 14.7515 -21.8266 1.1499 0.000
H 13.7766 -21.5630 2.5797 0.000
H 15.5218 -19.6500 1.1085 0.000
H 15.7056 -20.1493 2.7582 0.000
H 14.8303 -18.0703 2.2566 0.004
H 15.0048 -18.7594 4.3080 0.001
H 13.5833 -19.7572 4.2129 0.001
H 13.6133 -16.6272 4.2482 0.000
H 12.9950 -17.6721 5.4520 0.000
H 10.4899 -17.1277 4.9114 0.000
H 10.1706 -16.8636 3.2564 0.000
H 11.2038 -15.6414 4.0151 0.000
C 3.5274 -25.8307 6.0130 0.000
O 4.1567 -24.8074 5.1984 0.000
C 4.8068 -25.4064 4.0619 0.000
C 5.6337 -24.3879 3.2726 0.000
N 4.7390 -23.4166 2.7370 0.000
C 5.4710 -22.4628 1.9059 0.000
C 4.5801 -21.4026 1.1832 0.000
O 5.4399 -20.5531 0.4432 0.000
C 4.8069 -19.4703 -0.1627 0.000
H 4.1469 -26.7249 6.0811 0.000
H 2.5962 -26.2303 5.6114 0.000
H 3.3948 -25.5292 7.0520 0.000
H 5.4850 -26.2111 4.3458 0.000
H 4.0707 -25.8178 3.3713 0.000
H 6.4602 -24.0489 3.8973 0.000
H 6.0488 -24.8940 2.4010 0.000
H 4.1853 -22.9863 3.4640 0.000
H 6.2933 -22.0134 2.4626 0.000
H 5.8574 -23.0256 1.0562 0.000
H 3.9183 -21.8608 0.4483 0.000
H 4.1672 -20.7100 1.9167 0.000
H 3.9409 -19.7141 -0.7781 0.000
H 5.5658 -18.9576 -0.7536 0.000
H 4.3999 -18.7600 0.5570 0.000


11
Properties=species:S:1:pos:R:3:nbo_charge:R:1 method="wB97M-V/def2-TZVPD" relative_energy_kj_mol=120.88 total_charge=0 largest_force_ev_per_a=3.17 e_homo_ha=-0.31542 homo_lumo_gap_ha=0.3460
C 0.3304 1.6461 0.3039 -0.683
C -0.3711 0.3268 -0.1516 0.072
H 0.2193 1.8540 1.3788 0.241
H 1.4794 1.6228 0.2014 0.217
H 0.0034 2.5302 -0.3539 0.255
H 1.1744 -0.7770 0.5793 0.382
H 0.1398 -2.6397 -0.8844 0.356
H -1.1758 -1.8328 -0.2542 0.371
N 0.3423 -0.8587 0.0377 -0.418
N -0.2701 -2.1208 -0.0647 -0.634
S -1.8720 0.2490 -0.7924 -0.160


10
Properties=species:S:1:pos:R:3:nbo_charge:R:1 method="wB97M-V/def2-TZVPD" relative_energy_kj_mol=1131.61 total_charge=0 largest_force_ev_per_a=14.20 e_homo_ha=-0.38141 homo_lumo_gap_ha=0.2774
C 0.9777 0.0435 1.0673 0.778
C -1.1939 -0.7384 0.3066 0.909
H 2.0093 -1.8777 1.3893 0.445
H 2.9024 -0.3011 1.8549 0.425
N 1.9901 -0.6678 1.5266 -0.811
N -0.1283 -0.9291 0.8319 -0.657
N -1.0532 0.8570 -1.8619 -0.032
N 0.3887 1.1556 -2.9299 0.015
O -2.1652 -0.8476 -0.3098 -0.472
O 0.6657 1.2773 1.0030 -0.600


11
Properties=species:S:1:pos:R:3:nbo_charge:R:1 method="wB97M-V/def2-TZVPD" relative_energy_kj_mol=130.29 total_charge=0 largest_force_ev_per_a=1.09 e_homo_ha=-0.31916 homo_lumo_gap_ha=0.3250
O -0.3110 1.9368 -0.2635 -0.539
C -1.1846 1.1173 -0.0465 0.394
C -1.1518 -0.2994 -0.4143 -0.381
C -0.0576 -1.0786 -0.3143 -0.089
C 1.2737 -0.7019 0.1073 -0.613
C 1.6647 0.5113 0.5001 0.805
O 2.1158 1.5012 0.8948 -0.407
H -2.0815 1.4100 0.5280 0.114
H -2.1140 -0.7447 -0.6449 0.221
H -0.1825 -2.1454 -0.4973 0.221
H 2.0581 -1.4480 0.1791 0.273